This record from the Open Molecules 2025 dataset describes a 10-piece molecular cluster, C48H125N9O15 overall in a non-equilibrium geometry. The level of theory is wB97M-V/def2-TZVPD.

The structure (SMILES) is COC[C@H](C)N.COC[C@H](C)N.COC[C@H](C)N.COC[C@H](C)N.COCCNCCOC.COCCNCCOC.COCCNCCOC.COCCNCCOC.COCCNCCOC.CCO. The calculation puts the LUMO energy at 0.558 eV. For the relative energy (zero: lowest compared OMol25 entry of this formula, charge and spin), the calculation gives 2.742 eV. The HOMO energy is -8.6 eV. As for the electronic energy: -3524.82831 Ha. The value obtained for the largest force on an atom is 2.9 eV/A.

Geometry as ORCA input:
```
! RIJCOSX wB97M-V def2-TZVPD def2/J DEFGRID3
* xyz 0 1
C 24.50097 3.80373 -4.73125
O 23.73799 3.81295 -3.56473
C 22.51832 4.52130 -3.68701
C 21.89673 4.65577 -2.31923
C 20.43613 5.04554 -2.49097
N 22.57940 5.72665 -1.54034
H 23.94263 3.40880 -5.59980
H 25.30083 3.07527 -4.62314
H 24.78738 4.83554 -4.92856
H 22.73947 5.51763 -4.09492
H 21.85615 3.94939 -4.34292
H 21.92195 3.69733 -1.79360
H 19.68677 4.26992 -2.31784
H 20.19612 5.53375 -3.43849
H 20.16245 5.79920 -1.73760
H 23.52527 5.38689 -1.33627
H 22.13299 5.70412 -0.61751
C 23.35616 1.52224 -8.27687
O 24.35197 0.59018 -8.22737
C 25.60961 1.20263 -8.02553
C 26.69177 0.22737 -8.40902
C 26.62238 -1.12142 -7.69756
N 27.98603 0.88974 -8.24775
H 23.15419 1.95522 -7.28881
H 22.46059 1.14993 -8.76187
H 23.64322 2.39468 -8.88168
H 25.75696 2.10690 -8.64741
H 25.67451 1.59812 -6.99280
H 26.53415 0.02178 -9.48242
H 25.78005 -1.67548 -8.10446
H 26.47576 -1.02045 -6.61783
H 27.56814 -1.65206 -7.84942
H 28.72060 0.23825 -8.51001
H 28.10352 1.63524 -8.93491
C 28.68084 0.80212 -2.06478
O 29.55294 0.71116 -3.19410
C 29.60443 -0.63282 -3.64488
C 30.69333 -0.70620 -4.70059
C 32.03207 -0.18908 -4.20092
N 30.26621 0.08856 -5.87925
H 28.67117 -0.10935 -1.46915
H 27.68015 1.13100 -2.35516
H 29.07834 1.63509 -1.46725
H 29.85951 -1.27574 -2.79569
H 28.61553 -0.88635 -4.03799
H 30.82970 -1.75038 -5.02671
H 32.51651 -1.00405 -3.64977
H 31.91221 0.60760 -3.47064
H 32.67033 0.12256 -5.02059
H 29.52189 -0.40869 -6.36445
H 31.04958 0.08953 -6.54002
C 26.91779 4.30779 -6.96362
O 28.02739 5.04816 -6.54873
C 29.33936 4.63692 -6.94419
C 29.87000 3.33428 -6.37313
C 30.12046 3.44787 -4.87586
N 31.15921 2.99412 -7.08995
H 26.80472 4.39898 -8.06483
H 25.99610 4.78344 -6.62627
H 26.89276 3.26806 -6.62290
H 29.41069 4.69125 -8.04939
H 29.93047 5.47395 -6.55821
H 29.18735 2.49874 -6.59196
H 30.71659 4.34143 -4.67500
H 30.70325 2.58604 -4.55429
H 29.17022 3.47957 -4.34818
H 31.38742 2.06227 -6.73618
H 30.93398 2.89201 -8.08036
C 23.89975 3.00412 -11.50545
O 25.23626 2.76722 -11.20940
C 26.14220 3.78903 -11.61055
C 27.52062 3.45984 -11.12382
N 28.00992 2.29175 -11.81687
C 29.35535 1.91212 -11.41337
C 29.98410 0.95658 -12.40896
O 31.30707 0.68827 -12.01365
C 31.89562 -0.40386 -12.70954
H 23.58827 4.02682 -11.28078
H 23.40978 2.26599 -10.88846
H 23.69495 2.78394 -12.55765
H 25.76729 4.76648 -11.26672
H 26.13359 3.80029 -12.71415
H 27.48427 3.34905 -10.02121
H 28.20720 4.28537 -11.30846
H 27.45444 1.45189 -11.70569
H 29.36272 1.44696 -10.40184
H 30.02626 2.76538 -11.25427
H 30.04219 1.49424 -13.37279
H 29.38674 0.04158 -12.53208
H 32.22960 -0.05995 -13.70119
H 31.15895 -1.20212 -12.85239
H 32.75179 -0.76234 -12.14855
C 35.73886 -2.42174 -6.60464
O 34.90991 -1.86845 -7.58437
C 34.73840 -0.44919 -7.41200
C 33.84680 0.04258 -8.52801
N 32.58054 -0.78136 -8.51720
C 31.93428 -0.86235 -9.85805
C 30.58660 -1.50019 -9.62931
O 30.05483 -1.72225 -10.91531
C 28.72548 -2.17937 -10.88941
H 36.74116 -1.99348 -6.70183
H 35.74180 -3.48729 -6.78957
H 35.34983 -2.18187 -5.60979
H 35.73387 -0.00835 -7.33961
H 34.16713 -0.38213 -6.47608
H 34.30608 -0.14641 -9.51138
H 33.62044 1.09390 -8.34745
H 33.05057 -1.68133 -8.38526
H 32.64844 -1.44533 -10.44401
H 31.79863 0.15205 -10.22741
H 29.97604 -0.79863 -9.06049
H 30.64385 -2.40558 -9.01098
H 28.02311 -1.45103 -10.45696
H 28.59571 -3.10911 -10.31775
H 28.46223 -2.36166 -11.93082
C 24.76552 -0.20987 -3.36484
O 25.48443 -0.13764 -2.17343
C 24.93925 0.83461 -1.29753
C 25.70331 0.80162 -0.00370
N 25.33400 -0.25623 0.89224
C 23.99240 -0.18866 1.41609
C 23.75523 -1.31210 2.40939
O 22.43181 -1.28900 2.92106
C 22.35686 -0.52485 4.11632
H 23.72395 -0.54621 -3.24025
H 25.28437 -0.85415 -4.06609
H 24.61426 0.79834 -3.77300
H 23.87242 0.61327 -1.13007
H 24.95813 1.82955 -1.76942
H 25.72624 1.75355 0.52630
H 26.75178 0.62473 -0.25717
H 25.59628 -1.18590 0.61244
H 23.21404 -0.27535 0.64352
H 23.85828 0.77628 1.91615
H 24.51572 -1.37103 3.19520
H 23.83996 -2.27455 1.88377
H 21.34557 -0.47026 4.49889
H 22.69000 0.50503 3.90232
H 23.06777 -0.88212 4.86988
C 15.06795 7.84346 -9.96492
O 15.79486 8.80011 -9.26319
C 15.82636 8.61757 -7.85380
C 16.56072 7.35954 -7.45597
N 17.33316 7.52217 -6.23538
C 17.97906 6.36053 -5.65801
C 19.29698 6.10451 -6.39306
O 19.71482 4.77664 -6.21946
C 20.90549 4.52271 -6.90103
H 13.98617 7.76925 -9.69900
H 15.43771 6.83053 -9.75179
H 15.00955 8.10002 -11.01970
H 14.79413 8.66602 -7.47455
H 16.32908 9.51279 -7.48656
H 17.24526 7.13832 -8.31333
H 15.99593 6.42302 -7.40680
H 17.98521 8.29214 -6.22107
H 17.34057 5.48132 -5.67393
H 18.19003 6.62195 -4.62199
H 20.04753 6.80256 -5.99166
H 19.12611 6.32639 -7.45227
H 21.65181 5.23458 -6.50997
H 20.91022 4.60125 -7.99932
H 21.30955 3.52338 -6.73540
C 20.63577 1.37473 -2.70969
O 21.17496 1.59131 -4.00924
C 20.30984 1.19390 -5.09052
C 20.19980 -0.30511 -5.26291
N 21.44052 -0.83276 -5.80141
C 21.38493 -2.24395 -5.99948
C 22.19869 -2.75979 -7.18080
O 21.48410 -2.43684 -8.34102
C 22.17721 -1.55948 -9.24930
H 21.33301 1.67486 -1.93124
H 20.54899 0.29100 -2.57463
H 19.69482 1.91672 -2.61225
H 20.82873 1.65598 -5.94044
H 19.33301 1.69975 -5.06065
H 19.36593 -0.44011 -5.96622
H 19.79667 -0.72878 -4.33113
H 22.13695 -0.49560 -5.13917
H 20.36693 -2.58052 -6.22826
H 21.57253 -2.91961 -5.13881
H 22.24271 -3.84782 -7.09365
H 23.20866 -2.34451 -7.11060
H 21.41152 -1.22135 -9.93725
H 22.97652 -2.16054 -9.70938
H 22.65308 -0.72444 -8.71887
C 18.58694 0.59246 -10.07511
C 19.14056 0.13276 -8.77882
O 20.08953 1.06998 -8.29555
H 18.38193 1.64900 -10.18894
H 17.73647 -0.03422 -10.37964
H 19.23816 0.30201 -10.91850
H 19.51012 -0.90006 -8.75940
H 18.36134 0.05188 -7.99834
H 20.71697 0.64594 -7.69421
*
```



This record from the Open Molecules 2025 dataset describes C48H128AsBaF6O48S16 as an isolated structure in a non-equilibrium geometry. The level of theory is wB97M-V/def2-TZVPD.

The calculation puts the LUMO energy at -1.896 eV. The HOMO energy is -11.7 eV. As for the electronic energy: -14748.37698 Ha. The value obtained for the largest force on an atom is 4.6 eV/A.

Geometry as ORCA input:
```
! RIJCOSX wB97M-V def2-TZVPD def2/J DEFGRID3
* xyz 1 1
Ba 0.43134 2.81039 -0.48348
As -0.96165 -1.05813 0.42110
F -2.49724 -0.07982 0.56933
F -0.47156 -0.46789 2.10389
F 0.53313 -2.00089 0.37478
F -1.34603 -1.62098 -1.22813
F -0.11295 0.31494 -0.32953
F -1.73027 -2.52116 1.09495
O -4.96133 -0.81431 -6.45678
S -4.32681 -1.96216 -7.07965
O -4.14901 -2.02208 -8.48578
O -2.79444 -2.01313 -6.43438
C -1.86402 -2.99130 -6.89153
C -0.44018 -2.60638 -6.64208
C -5.07292 -3.52842 -6.40340
H -2.11111 -3.34357 -7.89300
H -1.96766 -3.83143 -6.20484
H -0.30720 -2.46291 -5.56977
H -0.12856 -1.65687 -7.07730
H 0.20783 -3.44954 -6.88136
H -6.16096 -3.52482 -6.46867
H -4.70226 -3.59329 -5.38041
H -4.62018 -4.32846 -6.98912
O -1.08553 7.24434 -1.28094
S -1.34491 6.57264 -0.00268
O -0.81034 5.22058 0.26601
O -0.75989 7.57034 1.13538
C -0.55650 7.01798 2.41905
C 0.05418 8.08232 3.24103
C -3.13338 6.68422 0.37078
H 0.13555 6.17820 2.35620
H -1.42455 6.69672 2.99469
H 1.03062 8.34884 2.83652
H 0.10516 7.89937 4.31436
H -0.37768 9.08270 3.27025
H -3.32162 7.67597 -0.04045
H -3.34219 6.55592 1.43286
H -3.75849 6.00884 -0.21334
O -1.27375 2.51717 -2.79622
S -2.21116 1.99769 -3.80551
O -3.62872 2.24808 -3.53304
O -1.86347 2.69170 -5.21818
C -2.69518 2.31308 -6.37433
C -3.29815 3.64216 -6.83040
C -1.85454 0.19193 -4.16073
H -3.42580 1.51816 -6.22471
H -2.06645 1.88572 -7.15545
H -3.78976 4.24617 -6.06778
H -3.94402 3.48983 -7.69512
H -2.45994 4.25204 -7.16737
H -1.16070 0.23318 -5.00037
H -2.74591 -0.34367 -4.48736
H -1.27656 -0.28970 -3.37201
O -5.89644 -0.69999 7.07781
S -5.07089 0.00910 6.12013
O -4.02119 0.93790 6.58221
O -4.49206 -1.11906 5.02856
C -3.31960 -1.85355 5.28973
C -3.55338 -2.96001 6.32411
C -6.20466 0.85057 5.06150
H -2.48782 -1.19669 5.54423
H -2.97470 -2.39735 4.41028
H -3.85249 -2.71346 7.34286
H -2.69446 -3.63104 6.31490
H -4.29445 -3.64961 5.91992
H -7.19314 0.42581 5.23632
H -5.85319 0.77731 4.03232
H -6.18785 1.89253 5.38110
O 0.81428 -8.43298 2.43678
S 1.26743 -7.09285 1.99614
O 0.80130 -6.52226 0.71031
O 1.05613 -5.99791 3.22532
C 1.07632 -4.57242 2.99215
C 0.87606 -3.72733 4.25313
C 3.05674 -7.13863 1.90965
H 0.31038 -4.31050 2.26219
H 1.99704 -4.31106 2.47055
H 0.36890 -2.79873 3.99122
H 1.85365 -3.50786 4.68237
H 0.26682 -4.23735 4.99933
H 3.47851 -7.17730 2.91400
H 3.33663 -6.29537 1.27824
H 3.25992 -8.07571 1.39128
O 2.56942 1.54890 0.58558
S 3.74169 0.90593 1.19531
O 4.97507 0.66755 0.42524
O 4.02217 1.71807 2.59398
C 5.09627 1.23636 3.45696
C 5.97230 2.39894 3.83543
C 3.12132 -0.64430 1.89471
H 5.63099 0.50720 2.84828
H 4.80044 0.71223 4.36573
H 6.15642 3.01547 2.95560
H 6.94905 2.03052 4.14900
H 5.47928 2.91305 4.66048
H 2.86400 -1.25606 1.03005
H 2.30915 -0.38692 2.57458
H 3.96472 -1.15004 2.36483
O -7.10409 -0.55079 2.12649
S -6.60237 -1.57110 1.20940
O -7.48988 -2.56858 0.63401
O -5.67497 -0.82447 -0.01654
C -5.34009 -1.52472 -1.24166
C -4.85474 -0.45394 -2.24860
C -5.24253 -2.50643 2.06146
H -6.27117 -1.95949 -1.60523
H -4.64139 -2.35343 -1.35635
H -3.77445 -0.34094 -2.15740
H -5.42357 0.45941 -2.07444
H -5.11834 -0.73412 -3.26846
H -4.28581 -2.07953 1.76056
H -5.43524 -3.51204 1.68768
H -5.47584 -2.71097 3.10636
O -2.25979 2.97387 0.35904
S -3.14641 3.23965 1.48237
O -2.85196 4.32265 2.41646
O -4.66464 3.54921 0.83954
C -5.24563 2.56544 -0.02242
C -5.98947 3.42660 -1.10873
C -3.59587 1.71950 2.50093
H -5.70567 1.72943 0.50442
H -4.39680 2.06550 -0.48895
H -7.06492 3.58679 -1.03231
H -5.80911 2.93106 -2.06268
H -5.54808 4.42288 -1.08221
H -4.10120 2.29787 3.27437
H -2.68261 1.30850 2.93121
H -4.17071 0.91042 2.05033
O -2.69725 -10.49750 3.14215
S -3.94923 -9.79609 3.42121
O -4.82503 -10.32412 4.44910
O -3.56987 -8.21733 3.70315
C -2.54078 -7.58574 2.92426
C -3.16707 -6.17058 2.55257
C -4.95866 -9.55806 1.91688
H -2.49484 -8.10661 1.96787
H -1.53937 -7.44397 3.33068
H -3.29825 -5.49720 3.39960
H -4.13030 -6.31621 2.06363
H -2.56261 -5.74679 1.75061
H -5.33232 -8.53452 1.94578
H -5.74326 -10.28430 2.12922
H -4.34969 -9.65374 1.01794
O 5.80481 -5.12530 -0.17408
S 5.94371 -4.13227 0.85846
O 4.80015 -3.73237 1.69180
O 7.25438 -4.33419 1.81495
C 8.51012 -4.65152 1.18751
C 9.57459 -3.61586 1.37900
C 6.55369 -2.69438 -0.10369
H 8.46997 -4.99042 0.15231
H 8.79005 -5.54343 1.74807
H 9.40079 -2.70041 0.81345
H 10.55591 -4.03322 1.15332
H 9.64853 -3.45593 2.45466
H 6.86274 -1.90612 0.58277
H 5.73200 -2.34223 -0.72732
H 7.40836 -2.97474 -0.71935
O 0.61627 4.91211 -2.11541
S 0.97961 5.46033 -3.44764
O 2.08694 6.40872 -3.57462
O 1.22474 4.10806 -4.44364
C 1.89339 4.11182 -5.72360
C 0.85111 3.99724 -6.82037
C -0.63033 6.06092 -4.26812
H 2.45539 3.18151 -5.80607
H 2.52189 4.99558 -5.83340
H 0.20158 3.14632 -6.61508
H 1.21998 4.05528 -7.84442
H 0.12197 4.79624 -6.68597
H -1.05517 6.93479 -3.77419
H -1.28582 5.19008 -4.27620
H -0.27339 6.48119 -5.20838
O 0.58261 2.44758 2.32463
S 0.42046 2.39879 3.78378
O -0.88752 2.27985 4.45958
O 1.46029 1.26770 4.40033
C 1.48467 0.91630 5.73429
C 0.77028 -0.41822 5.80860
C 1.32145 3.89227 4.42754
H 1.03042 1.75541 6.26121
H 2.52144 0.75901 6.03174
H -0.07981 -0.52311 5.13447
H 0.51807 -0.62461 6.84874
H 1.61064 -0.99845 5.42751
H 0.79978 4.78670 4.08702
H 2.32476 3.79029 4.01395
H 1.21437 3.76461 5.50473
O 3.26088 3.70931 -1.63963
S 4.53391 4.00606 -2.30093
O 4.63359 3.96829 -3.75266
O 5.04000 5.49535 -1.74164
C 5.74417 6.43222 -2.61548
C 6.37249 7.39983 -1.61610
C 5.82419 2.89124 -1.59745
H 5.08584 6.96789 -3.29941
H 6.44926 5.77445 -3.12370
H 5.48153 7.79902 -1.13137
H 6.94074 8.15194 -2.16338
H 6.83265 6.94535 -0.73872
H 5.89763 3.08863 -0.52799
H 6.74309 3.22034 -2.08265
H 5.61451 1.86358 -1.89420
O -3.76957 -5.26076 -3.21148
S -2.97343 -5.85066 -2.11725
O -3.55347 -5.99264 -0.80534
O -2.28620 -7.26094 -2.73177
C -1.68352 -8.19193 -1.78551
C -1.03419 -9.29937 -2.60175
C -1.44413 -4.82362 -1.79540
H -2.44042 -8.55652 -1.09105
H -0.96191 -7.64268 -1.18078
H -0.42123 -9.99720 -2.03130
H -0.31338 -8.97868 -3.35388
H -1.74781 -9.88110 -3.18522
H -1.78384 -3.82015 -1.53899
H -0.83009 -4.86101 -2.69521
H -0.86492 -5.22431 -0.96349
O 4.47658 4.99339 1.31130
S 3.08532 5.40184 1.24695
O 1.96383 4.51695 0.89990
O 2.71984 6.13279 2.76276
C 3.74938 6.59621 3.61575
C 3.11718 7.07050 4.87455
C 2.98757 6.97296 0.27326
H 4.45553 7.29954 3.17441
H 4.38805 5.75269 3.87782
H 3.85504 7.19848 5.66656
H 2.33194 6.40040 5.22449
H 2.62474 8.03634 4.76161
H 2.93065 6.77105 -0.79636
H 3.78339 7.65547 0.57150
H 2.01387 7.43631 0.43241
O 1.19117 0.69521 -5.07611
S 1.92795 0.47240 -3.86328
O 1.53456 1.18858 -2.60713
O 1.88810 -1.13787 -3.52373
C 2.63078 -1.61500 -2.46336
C 2.13248 -2.97479 -2.02171
C 3.74068 0.76652 -4.17818
H 2.62702 -0.92620 -1.61859
H 3.67823 -1.67222 -2.75947
H 1.09302 -3.00119 -1.69472
H 2.68298 -3.38780 -1.17644
H 2.20320 -3.69987 -2.83249
H 3.99785 -0.02419 -4.88298
H 4.14717 0.67216 -3.17122
H 3.95235 1.77969 -4.51991
*
```



Question: The highest electronic energy belongs to which entry?
Answer: C48H125N9O15